Entry 1:
Entry from the Open Molecules 2025 dataset: a 2-piece molecular cluster, C5H10N overall at a distorted geometry (the ωB97M-V functional and the def2-TZVPD basis).

Summary:
LUMO energy   -5.05 eV
Charge   +1
Energy relative to the best compared isomer or geometry (same formula, charge and spin)   70.8 kcal/mol
Frontier orbital gap   0.40337 Eh

Element x y z (Å)
C (-2.326, 0.728, 0.576)
C (-0.119, -0.271, 0.477)
C (-0.284, -1.707, 0.322)
C (1.518, 1.003, -1.053)
C (1.313, 0.229, 0.207)
N (-1.115, 0.498, 0.538)
H (-2.879, 0.735, -0.305)
H (-2.934, 1.089, 1.393)
H (-0.193, -1.633, -0.756)
H (0.394, -2.438, 0.742)
H (-1.704, -2.200, 0.515)
H (2.578, 1.084, -1.266)
H (1.082, 0.568, -1.897)
H (1.130, 2.035, -0.839)
H (2.024, -0.605, 0.319)
H (1.514, 0.887, 1.029)

---

Entry 2:
Entry from the Open Molecules 2025 dataset: an isolated ion of composition C5H10N and charge +1 at a distorted geometry (the ωB97M-V functional and the def2-TZVPD basis).

Summary:
LUMO energy   -4.53 eV
Charge   +1
Energy relative to the best compared isomer or geometry (same formula, charge and spin)   41.2 kcal/mol
Frontier orbital gap   0.43016 Eh
Structure (SMILES)   C=[N+]=C(C)CC

Element x y z (Å)
C (-2.770, -0.747, -0.011)
N (-1.713, -0.133, 0.091)
C (-0.578, 0.297, 0.260)
C (-0.089, 1.653, -0.128)
C (0.573, -0.728, 0.770)
C (1.852, -0.641, -0.387)
H (-3.582, -0.729, 0.705)
H (-2.999, -1.221, -0.959)
H (-0.841, 2.362, -0.122)
H (0.770, 1.807, 0.505)
H (0.457, 1.542, -1.183)
H (0.136, -1.713, 0.866)
H (1.047, -0.288, 1.633)
H (2.364, 0.256, -0.336)
H (2.497, -1.516, -0.351)
H (1.526, -0.730, -1.419)

---

Entry 3:
Entry from the Open Molecules 2025 dataset: a 2-piece molecular cluster, C5H10N overall at a distorted geometry (the ωB97M-V functional and the def2-TZVPD basis).

Summary:
LUMO energy   -4.54 eV
Charge   +1
Energy relative to the best compared isomer or geometry (same formula, charge and spin)   124.6 kcal/mol
Frontier orbital gap   0.34784 Eh

Element x y z (Å)
C (-3.220, -0.611, -0.377)
C (-2.116, -0.354, 0.033)
C (-0.319, 1.488, 0.224)
C (1.685, -0.564, -0.274)
C (-0.813, 0.038, 0.413)
N (0.201, -0.809, -0.278)
H (-3.980, -1.065, -0.904)
H (-0.274, 1.475, -0.929)
H (-1.148, 2.034, 0.659)
H (0.671, 1.710, 0.671)
H (1.839, -0.296, 0.753)
H (2.175, -1.479, -0.479)
H (2.056, 0.341, -0.842)
H (-0.817, -0.509, 2.160)
H (-0.031, -0.752, -1.230)
H (0.264, -1.815, -0.001)

---

Entry 4:
Entry from the Open Molecules 2025 dataset: the molecule C5H10N2 (the ωB97M-V functional and the def2-TZVPD basis).

Summary:
LUMO energy   1.03 eV
Energy relative to the best compared isomer or geometry (same formula, charge and spin)   28.1 kcal/mol
Frontier orbital gap   0.35185 Eh
Structure (SMILES)   C1NC[C@H]2C[C@@H]1N2

Element x y z (Å)
C (-0.724, 1.268, -0.156)
N (-1.560, 0.073, 0.008)
C (-0.866, -1.208, -0.144)
C (0.640, -1.063, 0.118)
C (1.269, -0.036, -0.836)
C (0.755, 0.992, 0.178)
N (0.878, -0.067, 1.207)
H (-0.795, 1.719, -1.165)
H (-1.112, 2.022, 0.548)
H (-1.988, 0.119, 0.938)
H (-1.045, -1.618, -1.134)
H (-1.297, -1.970, 0.539)
H (1.166, -2.019, 0.292)
H (0.871, 0.003, -1.840)
H (2.369, -0.094, -0.860)
H (1.304, 1.908, 0.414)
H (0.135, -0.030, 1.892)

---

Entry 5:
Entry from the Open Molecules 2025 dataset: the molecule C5H10N2 at a distorted geometry (the ωB97M-V functional and the def2-TZVPD basis).

Summary:
LUMO energy   1.05 eV
Energy relative to the best compared isomer or geometry (same formula, charge and spin)   109.9 kcal/mol
Frontier orbital gap   0.33351 Eh
Structure (SMILES)   N[C@@H]1CC[C@@H]2N[C@@H]12

Element x y z (Å)
N (-2.066, -0.706, -0.240)
C (-0.866, -0.228, 0.373)
C (-0.331, 1.269, 0.061)
C (1.155, 1.141, -0.339)
C (1.452, -0.225, 0.236)
N (1.513, -1.603, -0.139)
C (0.281, -0.927, -0.353)
H (-2.071, -0.926, -1.176)
H (-2.763, -0.785, 0.509)
H (-0.892, -0.352, 1.486)
H (-0.458, 1.778, 0.988)
H (-1.017, 1.704, -0.663)
H (1.214, 1.124, -1.404)
H (1.777, 1.928, -0.001)
H (1.368, -0.171, 1.318)
H (1.457, -2.288, 0.721)
H (0.247, -0.735, -1.379)

---

Entry 6:
Entry from the Open Molecules 2025 dataset: the molecule C5H10N2 at a distorted geometry (the ωB97M-V functional and the def2-TZVPD basis).

Summary:
LUMO energy   0.96 eV
Energy relative to the best compared isomer or geometry (same formula, charge and spin)   76.5 kcal/mol
Frontier orbital gap   0.32861 Eh
Structure (SMILES)   C=C/C(C)=C/NN

Element x y z (Å)
C (0.144, -2.733, -0.739)
C (-0.561, -1.603, -0.807)
C (0.083, -0.100, -0.462)
C (1.521, 0.146, -0.734)
C (-0.903, 0.576, 0.047)
N (-0.575, 2.019, 0.575)
N (-0.884, 2.379, 1.888)
H (-0.280, -3.686, -1.048)
H (1.171, -2.750, -0.384)
H (-1.586, -1.648, -1.175)
H (1.716, 1.185, -1.013)
H (2.130, -0.099, 0.142)
H (1.871, -0.462, -1.574)
H (-1.883, 0.296, 0.402)
H (0.299, 2.431, 0.245)
H (-1.879, 2.239, 2.059)
H (-0.383, 1.811, 2.577)

---

Entry 7:
Entry from the Open Molecules 2025 dataset: C5H10N2 as an isolated structure at a distorted geometry (the ωB97M-V functional and the def2-TZVPD basis).

Summary:
LUMO energy   0.87 eV
Energy relative to the best compared isomer or geometry (same formula, charge and spin)   184.7 kcal/mol
Frontier orbital gap   0.35252 Eh

Element x y z (Å)
C (0.225, -2.527, -0.011)
C (-0.240, -1.764, -1.230)
C (1.073, 1.594, -0.677)
C (-0.392, 1.430, -0.006)
C (-0.741, 1.752, 1.610)
H (0.137, -2.007, 0.941)
H (1.375, -3.038, 0.153)
H (-0.486, -3.387, -0.208)
H (-0.461, -2.381, -2.127)
H (2.112, 1.506, -0.328)
H (1.115, 1.666, -1.770)
H (-1.102, 1.910, -0.705)
H (-1.815, 2.768, 1.420)
H (-1.211, 0.598, 2.153)
H (0.449, 2.163, 2.245)
N (-0.307, -0.532, -1.290)
N (0.266, 0.249, -0.171)

---

Entry 8:
Entry from the Open Molecules 2025 dataset: the molecule C5H10N2 at a distorted geometry (the ωB97M-V functional and the def2-TZVPD basis).

Summary:
LUMO energy   1.03 eV
Energy relative to the best compared isomer or geometry (same formula, charge and spin)   40.0 kcal/mol
Frontier orbital gap   0.29510 Eh
Structure (SMILES)   CC1=C(N)[C@H](C)N1

Element x y z (Å)
C (-2.453, -0.316, -0.059)
C (-0.968, -0.318, 0.049)
C (-0.004, 0.634, 0.133)
N (0.113, 1.961, -0.291)
C (1.082, -0.324, 0.442)
C (2.315, -0.375, -0.420)
N (-0.142, -1.454, 0.141)
H (-2.857, -1.237, 0.364)
H (-2.892, 0.525, 0.481)
H (-2.775, -0.261, -1.100)
H (0.586, 2.564, 0.370)
H (-0.762, 2.367, -0.591)
H (1.292, -0.479, 1.501)
H (3.041, 0.374, -0.100)
H (2.785, -1.355, -0.337)
H (2.053, -0.195, -1.460)
H (-0.415, -2.112, 0.877)

---

Entry 9:
Entry from the Open Molecules 2025 dataset: C5H10N2O as an isolated structure at a distorted geometry (the ωB97M-V functional and the def2-TZVPD basis).

Summary:
LUMO energy   0.94 eV
Energy relative to the best compared isomer or geometry (same formula, charge and spin)   57.2 kcal/mol
Frontier orbital gap   0.30232 Eh

Element x y z (Å)
C (-0.144, 0.406, 0.727)
C (0.738, -0.722, 1.256)
C (-1.612, 0.006, 0.907)
C (0.280, 0.327, -0.749)
N (-0.585, 1.024, -1.604)
C (0.693, -1.496, -0.075)
N (1.600, 0.665, -1.107)
O (0.726, -2.691, -0.190)
H (0.062, 1.393, 1.149)
H (-1.560, 1.064, -1.368)
H (-0.409, 0.933, -2.594)
H (1.755, 1.087, -2.016)
H (2.286, -0.018, -0.801)
H (1.758, -0.395, 1.462)
H (0.348, -1.261, 2.122)
H (-1.823, -0.158, 1.964)
H (-2.301, 0.763, 0.536)
H (-1.812, -0.927, 0.380)

---

Entry 10:
Entry from the Open Molecules 2025 dataset: a 2-piece molecular cluster, C5H10N2O overall at a distorted geometry (the ωB97M-V functional and the def2-TZVPD basis).

Summary:
LUMO energy   0.31 eV
Energy relative to the best compared isomer or geometry (same formula, charge and spin)   83.5 kcal/mol
Frontier orbital gap   0.30447 Eh
Structure (SMILES)   [H]/N=C(/C)O.C=CN=C

Element x y z (Å)
H (-1.720, 0.587, 1.744)
N (-1.573, 1.077, 0.863)
C (-1.406, 0.352, -0.148)
C (-1.300, 0.899, -1.533)
O (-1.812, -1.091, -0.235)
H (-0.725, 0.187, -2.124)
H (-2.291, 0.972, -1.973)
H (-0.779, 1.853, -1.528)
H (-2.081, -1.451, 0.621)
C (1.510, -1.815, 0.359)
C (1.588, -0.726, -0.409)
N (1.698, 0.580, 0.052)
C (1.509, 1.075, 1.190)
H (1.521, -2.786, -0.106)
H (1.260, -1.749, 1.407)
H (1.795, -0.792, -1.470)
H (0.526, 1.138, 1.655)
H (2.280, 1.691, 1.634)

---

Entry 11:
Entry from the Open Molecules 2025 dataset: the molecule C5H10N2O at a distorted geometry (the ωB97M-V functional and the def2-TZVPD basis).

Summary:
LUMO energy   0.97 eV
Energy relative to the best compared isomer or geometry (same formula, charge and spin)   64.0 kcal/mol
Frontier orbital gap   0.36701 Eh
Structure (SMILES)   N/C=N/CCCC=O

Element x y z (Å)
N (0.476, -1.467, 2.718)
C (0.535, -0.663, 1.483)
N (0.570, -1.373, 0.434)
C (0.588, -1.093, -0.997)
C (0.536, 0.380, -1.228)
C (-0.952, 0.993, -1.348)
C (-1.118, 1.863, -0.094)
O (-1.050, 3.063, -0.307)
H (-0.282, -1.298, 3.421)
H (0.569, -2.457, 2.588)
H (0.514, 0.428, 1.688)
H (-0.147, -1.720, -1.505)
H (1.586, -1.420, -1.464)
H (0.881, 0.642, -2.182)
H (1.142, 0.978, -0.437)
H (-1.136, 1.545, -2.179)
H (-1.647, 0.100, -1.557)
H (-1.067, 1.499, 0.966)

---

Entry 12:
Entry from the Open Molecules 2025 dataset: a 2-piece molecular cluster, C5H10N2O overall at a distorted geometry (the ωB97M-V functional and the def2-TZVPD basis).

Summary:
LUMO energy   0.55 eV
Energy relative to the best compared isomer or geometry (same formula, charge and spin)   11.2 kcal/mol
Frontier orbital gap   0.32840 Eh
Structure (SMILES)   CCc1c[nH]cn1.O

Element x y z (Å)
C (0.515, -1.787, -2.399)
C (-0.758, -0.961, -2.098)
C (-0.570, 0.003, -0.973)
C (0.124, -0.187, 0.190)
N (0.184, 1.042, 0.792)
C (-0.569, 1.887, 0.041)
N (-0.995, 1.301, -1.047)
H (0.614, -2.012, -3.460)
H (0.490, -2.736, -1.872)
H (1.407, -1.251, -2.078)
H (-0.942, -0.336, -2.971)
H (-1.602, -1.654, -2.029)
H (0.777, -0.969, 0.547)
H (0.405, 1.223, 1.759)
H (-0.688, 2.938, 0.258)
O (1.418, -0.418, 4.181)
H (1.275, 0.034, 5.019)
H (1.744, -1.286, 4.439)

---

Entry 13:
Entry from the Open Molecules 2025 dataset: the molecule C5H10N2O at a distorted geometry (the ωB97M-V functional and the def2-TZVPD basis).

Summary:
LUMO energy   0.71 eV
Energy relative to the best compared isomer or geometry (same formula, charge and spin)   99.2 kcal/mol
Frontier orbital gap   0.26749 Eh

Element x y z (Å)
C (-1.121, -0.539, -0.355)
C (1.258, 0.393, -0.404)
C (0.422, -1.189, 1.245)
C (0.056, 0.080, -1.234)
N (-0.605, -1.612, 0.442)
N (1.370, 1.745, -0.007)
C (-1.734, 0.501, 0.571)
O (-1.894, 1.659, 0.260)
H (-0.559, -2.515, -0.022)
H (-1.905, -0.893, -1.032)
H (2.201, -0.012, -0.760)
H (0.493, 2.145, 0.303)
H (2.091, 1.918, 0.681)
H (0.905, -0.124, 0.956)
H (1.108, -1.999, 1.513)
H (-2.027, 0.110, 1.562)
H (-0.357, 0.975, -1.703)
H (0.296, -0.641, -2.015)

---

Entry 14:
Entry from the Open Molecules 2025 dataset: the molecule C5H10N2O at a distorted geometry (the ωB97M-V functional and the def2-TZVPD basis).

Summary:
LUMO energy   0.79 eV
Energy relative to the best compared isomer or geometry (same formula, charge and spin)   102.9 kcal/mol
Frontier orbital gap   0.35453 Eh
Structure (SMILES)   O[C@@H]1CNC[C@@]12CN2

Element x y z (Å)
O (-1.012, -0.180, 1.700)
C (0.143, -0.291, 1.022)
C (0.834, 1.090, 1.154)
N (0.570, 1.810, -0.153)
C (0.801, 0.651, -1.069)
C (-0.103, -0.487, -0.462)
C (-0.387, -1.847, -0.996)
N (-1.313, -0.564, -1.090)
H (-1.675, 0.468, 1.094)
H (0.534, -1.159, 1.612)
H (0.198, 1.658, 1.885)
H (1.934, 1.002, 1.429)
H (-0.380, 2.279, -0.342)
H (0.741, 0.648, -2.296)
H (1.888, 0.220, -0.882)
H (-0.760, -2.590, -0.286)
H (0.171, -1.991, -1.865)
H (-2.183, -0.717, -0.455)